Run one
Molecular formula: CH2O3S2
Method: DFT, ωB97M-V/def2-TZVPD

Properties
HOMO-LUMO gap: 0.3195 Eh
HOMO: -10.3 eV
LUMO: -1.576 eV

Last column: Mulliken charge in e.
Element x y z (Å)
S: 0.61 -1.83 -2.15  0.80
S: 0.20 0.29 1.24  -0.16
O: 0.34 -3.17 -1.67  -0.37
O: 1.52 -0.97 -1.31  -0.44
O: -0.94 -0.11 -0.98  -0.53
C: -0.02 0.45 -0.46  0.29
H: 0.53 1.41 -0.88  0.24
H: -0.95 -0.42 1.59  0.18

***

Run two
Molecular formula: CH2O3S2
Method: DFT, ωB97M-V/def2-TZVPD

Properties
HOMO-LUMO gap: 0.3905 Eh
HOMO: -10.6 eV
LUMO: 0.009 eV

Last column: Mulliken charge in e.
Element x y z (Å)
S: -0.35 0.58 -1.94  0.76
S: 0.28 -0.52 2.31  -0.17
O: 0.38 1.61 -1.22  -0.52
O: -0.70 -0.61 -0.04  -0.50
O: 0.44 -0.38 -2.63  -0.41
C: -0.14 0.06 0.80  0.31
H: -0.07 -1.78 2.00  0.17
H: 0.17 1.04 0.72  0.36

***

Most stable: run two. Least stable: run one.

***

Run one
Molecular formula: C3H12N2O2
Method: DFT, ωB97M-V/def2-TZVPD

Properties
HOMO-LUMO gap (alpha / beta): 0.3492 / 0.2115 Eh
HOMO (alpha / beta): -14.8 / -14.8 eV
2S+1: 2
total charge: +1
LUMO (alpha / beta): -5.260 / -9.002 eV

Last column: Löwdin spin population.
Element x y z (Å)
O: 0.29 -3.53 1.07  0.00
O: -0.93 3.50 1.30  0.00
N: 1.92 1.24 -0.62  0.23
N: 0.23 -0.49 -1.22  0.56
C: -0.49 -0.32 0.09  0.07
C: -1.79 -1.06 0.00  0.02
C: 1.09 0.46 -1.51  0.07
H: 1.42 0.66 -2.54  0.00
H: 0.43 -2.77 0.44  0.00
H: -0.78 2.86 0.61  0.00
H: -0.73 0.91 0.24  0.00
H: -2.22 -1.16 0.94  0.00
H: 0.06 -0.71 0.98  0.04
H: -1.61 3.21 1.92  0.00
H: -1.66 -2.01 -0.59  0.00
H: 0.60 -3.41 1.93  0.00
H: -2.57 -0.54 -0.72  0.00
H: 2.73 1.79 -0.92  0.01
H: 1.59 1.71 0.18  0.01

***

Run two
Molecular formula: C3H12N2O2
Method: DFT, ωB97M-V/def2-TZVPD

Properties
HOMO-LUMO gap (alpha / beta): 0.3744 / 0.1881 Eh
HOMO (alpha / beta): -14.1 / -14.1 eV
2S+1: 2
total charge: +1
LUMO (alpha / beta): -3.917 / -8.967 eV

Last column: Löwdin spin population.
Element x y z (Å)
O: -2.83 -0.87 2.02  0.02
O: 2.74 1.20 -1.40  0.00
N: -0.57 -0.91 0.14  0.40
N: 1.74 -1.38 0.32  0.38
C: -0.32 0.41 -0.50  0.06
C: -1.44 1.50 0.02  0.02
C: 0.40 -1.68 0.37  0.08
H: 2.57 2.13 -1.40  0.00
H: -1.98 -1.02 1.45  0.00
H: -3.53 -1.42 1.62  0.00
H: -0.41 0.25 -1.57  0.03
H: 2.17 -0.61 -0.30  0.01
H: 3.48 1.12 -2.04  0.00
H: -1.22 2.48 -0.01  0.00
H: 2.32 -2.27 0.09  0.01
H: 0.08 -2.65 0.64  0.00
H: -1.38 1.51 1.12  0.00
H: 0.63 0.99 -0.36  0.00
H: -2.46 1.23 -0.20  0.00

***

Run three
Molecular formula: C3H12N2O2
Method: DFT, ωB97M-V/def2-TZVPD

Properties
HOMO-LUMO gap (alpha / beta): 0.4105 / 0.2353 Eh
HOMO (alpha / beta): -14.3 / -14.2 eV
2S+1: 2
total charge: +1
LUMO (alpha / beta): -3.159 / -7.847 eV

Last column: Löwdin spin population.
Element x y z (Å)
O: 3.03 -2.15 -0.51  0.00
O: 0.47 1.27 -2.37  0.00
N: -0.87 1.64 1.78  0.03
N: -0.06 0.21 -0.41  0.65
C: -0.87 -0.48 0.51  0.09
C: -0.33 0.27 -1.82  0.08
C: -0.90 0.17 1.90  0.01
H: -1.76 -0.06 2.52  0.00
H: -0.59 -1.56 0.53  0.04
H: 0.03 1.96 2.12  0.00
H: -0.02 -0.68 -2.28  0.03
H: 1.06 0.94 -3.05  0.00
H: 2.17 -1.75 -0.38  0.00
H: 2.85 -2.78 -1.22  0.00
H: -1.51 2.06 2.44  0.00
H: 0.55 1.05 -0.32  0.01
H: 0.03 -0.12 2.40  0.00
H: -1.92 -0.59 0.16  0.03
H: -1.36 0.59 -2.01  0.03

***

Most stable: run three. Least stable: run one.

***

Run one
Molecular formula: C7H14N
Method: DFT, ωB97M-V/def2-TZVPD

Properties
HOMO-LUMO gap: 0.3086 Eh
HOMO: -12.2 eV
SMILES string: C=C/C(=C/C)CC[NH3+]
total charge: +1
LUMO: -3.781 eV

Last column: Mulliken charge in e.
Element x y z (Å)
N: 2.56 1.31 -0.08  -0.30
C: -0.78 -0.41 -0.14  0.35
C: -1.51 -1.48 0.22  -0.14
C: -1.75 1.78 -0.88  -0.64
C: 1.49 0.43 -0.62  -0.67
C: -1.13 -2.46 1.29  -1.34
C: 0.56 -0.10 0.48  -0.36
C: -1.39 0.50 -1.10  -0.76
H: -1.59 2.26 0.08  0.26
H: -0.95 -1.86 2.20  0.36
H: 0.99 -1.03 0.90  0.36
H: 3.09 0.94 0.71  0.34
H: -1.96 -3.05 1.66  0.35
H: 3.26 1.61 -0.77  0.37
H: 0.91 1.10 -1.26  0.36
H: -1.64 0.13 -2.09  0.37
H: 0.57 0.61 1.33  0.36
H: -2.38 -1.58 -0.43  0.43
H: -0.19 -2.96 1.10  0.32
H: 2.23 2.19 0.33  0.38
H: 1.89 -0.29 -1.35  0.32
H: -2.30 2.38 -1.59  0.29

***

Run two
Molecular formula: C7H14N
Method: DFT, ωB97M-V/def2-TZVPD

Properties
HOMO-LUMO gap: 0.3203 Eh
HOMO: -12.9 eV
SMILES string: C/C=C(/C)C/C=[NH+]\C
total charge: +1
LUMO: -4.207 eV

Last column: Mulliken charge in e.
Element x y z (Å)
N: -1.32 -1.83 0.69  -0.17
C: -0.79 -1.29 -0.33  0.36
C: 0.65 1.92 -0.36  -0.47
C: 0.56 0.72 -2.54  -1.30
C: 0.54 2.10 1.12  -0.84
C: 0.53 -0.55 -0.36  -1.11
C: -0.80 -1.99 2.07  -0.69
C: 0.52 0.82 -1.05  0.69
H: -0.08 -0.19 -2.78  0.32
H: -0.36 2.77 1.35  0.30
H: -2.38 -2.24 0.73  0.38
H: 1.31 -1.06 -1.04  0.37
H: 0.91 2.77 -0.94  0.45
H: -1.32 -1.12 -1.32  0.32
H: 0.19 1.11 1.54  0.15
H: 0.10 1.64 -2.92  0.41
H: 0.71 -0.52 0.63  0.28
H: -0.76 -3.13 2.14  0.35
H: -1.56 -1.59 2.74  0.28
H: 1.49 2.52 1.63  0.29
H: 1.67 0.63 -2.99  0.27
H: 0.20 -1.49 1.96  0.37

***

Run three
Molecular formula: C7H14N
Method: DFT, ωB97M-V/def2-TZVPD

Properties
HOMO-LUMO gap: 0.2969 Eh
HOMO: -14.5 eV
total charge: +1
LUMO: -6.410 eV

Last column: Mulliken charge in e.
Element x y z (Å)
N: -2.89 -0.43 -0.34  -0.55
C: -0.76 -0.11 0.89  -0.73
C: 2.37 0.75 -0.96  -1.10
C: 2.17 -0.35 1.22  -1.39
C: -1.93 -1.17 0.39  -0.78
C: -0.41 1.20 -1.28  -2.11
C: 0.12 0.41 -0.12  1.27
C: 1.53 0.33 0.02  0.81
H: 1.97 1.08 -1.91  0.32
H: 3.24 -0.12 1.20  0.45
H: 3.43 0.59 -0.79  0.34
H: -1.22 -1.99 0.19  0.32
H: -2.10 -0.83 -1.00  0.30
H: -1.49 1.29 -1.18  0.55
H: -0.31 -0.54 1.79  0.46
H: 1.83 0.21 2.10  0.41
H: -2.30 -1.39 1.40  0.46
H: -0.36 0.74 -2.27  0.48
H: -3.57 -1.10 -0.72  0.29
H: -0.05 2.22 -1.28  0.49
H: -1.41 0.64 1.34  0.37
H: 2.11 -1.43 1.32  0.34

***

Run four
Molecular formula: C7H14N
Method: DFT, ωB97M-V/def2-TZVPD

Properties
HOMO-LUMO gap: 0.3999 Eh
HOMO: -14.1 eV
total charge: +1
LUMO: -3.249 eV

Last column: Mulliken charge in e.
Element x y z (Å)
N: 0.51 0.69 0.53  0.07
C: 0.92 2.10 0.88  -0.88
C: 2.52 -0.74 -0.08  -0.51
C: -2.82 -0.35 -0.19  0.20
C: -3.58 -0.68 0.96  -0.96
C: -1.91 0.17 -0.83  -0.69
C: 1.33 -0.01 -0.45  -0.32
C: 1.27 -1.53 -0.42  -0.60
H: -1.48 0.34 -1.72  0.60
H: 1.35 2.43 1.88  0.31
H: 2.66 -0.58 0.97  0.23
H: 3.50 -0.78 -0.59  0.29
H: -3.82 -1.78 1.13  0.29
H: 0.07 2.62 0.72  0.44
H: -4.58 -0.10 0.80  0.29
H: 1.58 2.40 0.12  0.35
H: 0.32 0.07 1.45  0.47
H: 1.16 0.39 -1.47  0.50
H: 0.78 -1.97 0.44  0.22
H: -0.52 0.62 0.00  0.06
H: 1.31 -2.08 -1.36  0.27
H: -3.23 -0.23 1.82  0.36

***

Most stable: run one. Least stable: run three.

***

Run one
Molecular formula: C7H14N
Method: DFT, ωB97M-V/def2-TZVPD

Properties
HOMO-LUMO gap: 0.3264 Eh
HOMO: -12.9 eV
SMILES string: C/C=C(/C)C/C=[NH+]\C
total charge: +1
LUMO: -4.053 eV

Last column: Mulliken charge in e.
Element x y z (Å)
N: 1.01 1.43 -1.52  -0.11
C: -0.25 0.79 0.51  -0.95
C: -0.82 -1.64 0.66  -0.36
C: 0.51 -2.16 0.20  -1.08
C: -1.25 -0.40 0.77  0.71
C: -0.03 1.23 -0.87  0.11
C: 2.44 1.09 -1.26  -0.84
C: -2.58 -0.03 1.35  -1.49
H: 0.67 0.48 0.99  0.40
H: -0.65 1.71 1.07  0.40
H: -3.33 -0.88 1.36  0.35
H: -0.96 1.56 -1.27  0.40
H: 0.80 1.89 -2.50  0.35
H: -2.33 0.49 2.24  0.35
H: -1.45 -2.48 0.84  0.39
H: 1.22 -1.44 0.40  0.23
H: 2.93 2.02 -1.54  0.34
H: 2.69 0.33 -1.94  0.38
H: 2.91 0.75 -0.34  0.36
H: -3.12 0.71 0.88  0.44
H: 0.92 -3.05 0.83  0.32
H: 0.66 -2.39 -0.87  0.29

***

Run two
Molecular formula: C7H14N
Method: DFT, ωB97M-V/def2-TZVPD

Properties
HOMO-LUMO gap: 0.3596 Eh
HOMO: -14.5 eV
SMILES string: C=[N+]=C[C@H](C)C(C)C
total charge: +1
LUMO: -4.762 eV

Last column: Mulliken charge in e.
Element x y z (Å)
N: 2.06 0.63 0.42  0.07
C: -0.22 -0.82 0.67  0.12
C: -1.39 -0.13 0.00  0.55
C: 1.03 0.51 1.05  -0.41
C: -1.90 1.20 0.74  -1.35
C: 0.59 -1.77 -0.09  -1.48
C: -1.27 0.17 -1.48  -1.29
C: 3.10 0.61 -0.26  -0.21
H: 0.94 -1.32 -1.00  0.38
H: -0.20 0.54 -1.75  0.23
H: 0.90 1.17 1.92  0.43
H: -1.05 2.01 0.55  0.31
H: 1.50 -2.20 0.46  0.38
H: -2.84 1.55 0.13  0.32
H: -2.34 -0.88 0.06  0.34
H: 3.69 -0.19 0.08  0.31
H: -1.50 -0.63 -2.08  0.38
H: -2.06 0.91 -1.63  0.37
H: 0.01 -2.70 -0.20  0.36
H: -2.00 1.19 1.76  0.45
H: 3.43 1.26 -1.07  0.30
H: -0.47 -1.14 1.72  0.43

***

Most stable: run one. Least stable: run two.

***

Run one
Molecular formula: C4H13NO
Method: DFT, ωB97M-V/def2-TZVPD

Properties
HOMO-LUMO gap: 0.2881 Eh
HOMO: -8.7 eV
LUMO: -0.814 eV

Last column: Mulliken charge in e.
Element x y z (Å)
O: 0.27 0.04 -2.17  -0.85
N: 0.25 -0.93 0.19  -0.23
C: -2.16 -0.08 0.38  -1.12
C: 0.95 0.18 0.54  -0.16
C: 2.34 0.19 -0.11  -1.08
C: -1.07 -1.06 0.80  -0.36
H: -0.94 -0.87 1.88  0.31
H: 0.43 1.92 -0.12  0.44
H: -3.11 -0.54 0.68  0.38
H: 2.74 -0.81 0.03  0.32
H: -2.29 -0.09 -0.71  0.30
H: 0.07 -0.47 -0.90  0.22
H: 2.99 0.96 0.31  0.38
H: 0.38 1.11 -0.19  -0.29
H: 2.19 0.36 -1.17  0.31
H: -1.48 -2.06 0.69  0.34
H: 0.95 0.35 1.61  0.53
H: -0.24 0.82 -2.41  0.20
H: -2.29 0.96 0.67  0.34

***

Run two
Molecular formula: C4H13NO
Method: DFT, ωB97M-V/def2-TZVPD

Properties
HOMO-LUMO gap: 0.3423 Eh
HOMO: -8.6 eV
SMILES string: CNC(C)C.O
LUMO: 0.755 eV

Last column: Mulliken charge in e.
Element x y z (Å)
O: -1.72 -5.25 2.84  -0.65
N: 0.84 0.32 0.18  -0.35
C: -0.77 1.45 -1.39  -1.30
C: 0.06 -0.84 0.34  -0.92
C: 1.62 2.19 -1.14  -1.45
C: 0.36 1.62 -0.38  0.60
H: -0.37 -1.16 -0.59  0.29
H: 1.29 0.66 1.07  0.24
H: 0.66 -1.67 0.74  0.31
H: -2.27 -5.71 3.55  0.33
H: -1.83 -4.28 2.86  0.32
H: 2.29 2.62 -0.36  0.28
H: -1.24 0.51 -1.60  0.39
H: 1.57 2.71 -2.10  0.40
H: -0.82 -0.83 1.00  0.32
H: 2.18 1.38 -1.59  0.43
H: 0.06 2.43 0.34  0.23
H: -1.57 2.20 -1.33  0.28
H: -0.35 1.65 -2.44  0.25

***

Run three
Molecular formula: C4H13NO
Method: DFT, ωB97M-V/def2-TZVPD

Properties
HOMO-LUMO gap: 0.3550 Eh
HOMO: -8.7 eV
SMILES string: CNC(C)C.O
LUMO: 0.952 eV

Last column: Mulliken charge in e.
Element x y z (Å)
O: -2.52 0.19 2.24  -0.69
N: -0.57 -0.51 -0.86  -0.39
C: -0.17 -1.67 -0.06  -0.86
C: 0.22 0.73 -0.67  0.24
C: 0.36 1.13 0.80  -0.73
C: 1.62 0.57 -1.32  -1.29
H: -0.33 1.38 -1.34  0.40
H: -0.60 -0.75 -1.84  0.26
H: 2.22 1.41 -0.94  0.36
H: -0.01 -2.58 -0.62  0.32
H: -3.18 -0.13 1.63  0.31
H: -0.90 -1.84 0.73  0.24
H: 1.51 0.51 -2.40  0.41
H: -1.63 0.02 1.89  0.24
H: 0.80 -1.46 0.39  0.28
H: 2.07 -0.39 -1.11  0.30
H: 0.06 2.15 1.00  0.35
H: -0.29 0.41 1.32  -0.12
H: 1.34 0.83 1.15  0.37

***

Most stable: run three. Least stable: run one.

***

Run one
Molecular formula: C4H13NO
Method: DFT, ωB97M-V/def2-TZVPD

Properties
HOMO-LUMO gap: 0.3424 Eh
HOMO: -8.2 eV
LUMO: 1.086 eV

Last column: Mulliken charge in e.
Element x y z (Å)
O: -1.18 1.20 -1.31  -0.55
N: 1.74 -0.78 0.47  -0.47
C: -0.74 0.96 0.97  -1.37
C: 2.71 0.17 -0.07  -0.79
C: -2.50 -0.46 -0.11  -1.17
C: -1.29 0.44 -0.16  0.84
H: 2.17 -1.41 1.14  0.24
H: 3.15 0.81 0.71  0.30
H: -0.13 -1.10 -1.07  -0.14
H: -2.59 -0.94 0.86  0.35
H: -2.41 -1.25 -0.85  0.33
H: -0.22 1.91 0.91  0.31
H: -3.40 0.12 -0.31  0.33
H: -1.13 0.68 1.93  0.38
H: -1.47 0.67 -2.06  0.37
H: 2.19 0.80 -0.79  0.25
H: 3.51 -0.36 -0.59  0.33
H: 0.64 -1.18 -0.58  0.34
H: 0.95 -0.28 0.92  0.13

***

Run two
Molecular formula: C4H13NO
Method: DFT, ωB97M-V/def2-TZVPD

Properties
HOMO-LUMO gap: 0.3581 Eh
HOMO: -8.9 eV
SMILES string: CC(C)CN.O
LUMO: 0.864 eV

Last column: Mulliken charge in e.
Element x y z (Å)
O: -2.63 2.26 0.15  -0.71
N: 0.16 -0.06 2.06  -0.42
C: 1.61 -0.13 -1.40  -1.50
C: -0.53 -1.27 -0.81  -1.50
C: 0.77 -0.67 -0.27  0.80
C: 0.47 0.44 0.75  0.48
H: -1.20 -1.62 -0.02  0.36
H: -0.29 -2.14 -1.42  0.41
H: 1.19 0.74 -1.91  0.31
H: 1.69 -0.92 -2.16  0.40
H: 2.65 0.15 -1.20  0.39
H: -0.37 1.07 0.45  -0.43
H: 1.24 -1.46 0.31  0.17
H: -3.15 1.91 0.88  0.28
H: -1.78 1.80 0.20  0.02
H: 1.30 1.15 0.79  0.25
H: -1.11 -0.50 -1.32  0.33
H: -0.75 0.04 2.48  0.17
H: 0.72 -0.80 2.43  0.18

***

Most stable: run two. Least stable: run one.